1.
A single C26H28F2N2O8 molecule at a distorted geometry, computed with ωB97M-V/def2-TZVPD.

```
66
Properties=species:S:1:pos:R:3
O -1.36989 2.07960 -1.39754
C -0.17512 2.10906 -1.31010
N 0.64426 2.92560 -2.09107
C 2.00246 2.68773 -1.90816
O 2.88422 3.34898 -2.37987
C 2.08426 1.40746 -1.10580
H 2.95980 1.37557 -0.45770
C 0.75640 1.39899 -0.34629
C 0.32104 0.02370 0.15629
C 0.30605 -0.98127 -1.00272
C -0.21254 -2.28705 -0.48217
N 0.56847 -3.28012 -0.45746
O 0.05944 -4.47719 0.06580
C 1.11360 -5.27582 0.55826
H 2.04084 -5.01447 0.03978
H 0.84967 -6.31670 0.35437
C 1.29122 -5.06269 2.07836
O 1.77986 -3.78099 2.35667
H 1.13322 -3.11789 2.06473
H 2.06686 -5.75103 2.43069
C -0.05675 -5.36623 2.80965
H 0.07676 -6.19013 3.52066
H -0.80672 -5.65542 2.06928
O -0.61428 -4.25108 3.46640
C -0.03316 -3.94515 4.73370
C -0.62148 -2.65718 5.20153
C -1.90272 -2.31521 5.52671
C -1.88033 -0.92962 5.81404
C -0.59011 -0.53594 5.64000
O 0.17646 -1.57199 5.26813
H -0.11163 0.41687 5.75030
H -2.70868 -0.31767 6.10532
H -2.75027 -2.96848 5.55540
H -0.26089 -4.76132 5.43494
H 1.05182 -3.83098 4.64237
C -1.58682 -2.21681 0.11361
H -2.29958 -1.79468 -0.59451
H -1.92140 -3.20948 0.41879
C -1.47432 -1.29347 1.33690
O -0.50629 -1.76203 2.25161
H -0.79372 -2.61172 2.63311
H -2.45143 -1.21174 1.83691
C -1.01547 0.11282 0.91827
O -0.86986 0.92168 2.05998
H -0.41977 0.37947 2.72400
H -1.77802 0.58681 0.29617
C 1.72087 -1.07329 -1.57184
C 2.14171 0.27226 -2.15042
H 3.15387 0.21534 -2.55263
H 1.46949 0.51450 -2.97846
H 1.75200 -1.83103 -2.35423
H 2.40466 -1.38391 -0.78171
H -0.38423 -0.62110 -1.77477
H 1.07254 -0.31595 0.88054
H 0.81835 2.05985 0.52893
C 0.13384 3.84627 -3.03340
C 0.42077 5.20134 -2.94248
C -0.09235 6.08866 -3.87027
C -0.90406 5.60626 -4.88204
C -1.20086 4.26073 -5.01043
C -0.66376 3.39137 -4.08148
F -0.88878 2.07445 -4.21439
H -1.82109 3.89758 -5.81335
F -1.41455 6.46614 -5.77876
H 0.12512 7.14272 -3.81436
H 1.05696 5.55039 -2.14535
```

Results
- HOMO-LUMO gap (Eh) = 0.35367
- HOMO energy (eV) = -8.9
- ΔE to the lowest compared entry with this formula, charge and spin (kcal/mol) = 5.9

2.
2 unconnected molecules or ions with the total composition C3H10NOS, computed with ωB97M-V/def2-TZVPD.

```
16
Properties=species:S:1:pos:R:3
C 0.70996 -0.49237 0.89821
C 1.24873 0.88744 0.50148
S 2.65790 0.73854 -0.62381
N -0.72232 -0.38922 1.37183
H 1.26763 -0.95514 1.70766
H 0.74683 -1.12143 0.01257
H 1.58185 1.46357 1.36341
H 0.46331 1.46695 0.01144
H 1.90267 0.43400 -1.70423
H -1.05469 -1.31865 1.63679
H -1.30493 -0.07911 0.57044
H -0.79298 0.25934 2.15149
O -2.26838 -0.08939 -0.94084
C -1.65480 -0.20964 -1.97489
H -1.40279 0.61940 -2.64913
H -1.37800 -1.21428 -2.33241
```

Results
- HOMO-LUMO gap (Eh) = 0.34399
- HOMO energy (eV) = -13.2
- total charge = +1
- ΔE to the lowest compared entry with this formula, charge and spin (kcal/mol) = 21.5

3.
3 unconnected molecules or ions with the total composition C5H15NO2 at a distorted geometry, computed with ωB97M-V/def2-TZVPD.

```
23
Properties=species:S:1:pos:R:3
C -1.53744 -1.76821 -1.44195
C -1.01672 -0.97108 -0.28821
C 0.47550 -0.79455 -0.47066
C 0.87928 0.48599 -0.54636
N 2.24966 0.86766 -0.67866
C 1.43622 -1.92635 -0.49634
H -2.63851 -1.93636 -1.30417
H -1.40453 -1.28395 -2.41406
H -1.03807 -2.74820 -1.59562
H -1.51476 0.01851 -0.28580
H -1.11449 -1.36906 0.71924
H 0.15964 1.30109 -0.50881
H 2.78486 1.01309 0.16882
H 2.34589 1.64424 -1.31303
H 1.30976 -2.65622 -1.26689
H 1.35549 -2.51718 0.39237
H 2.37467 -1.51098 -0.88992
H 1.09609 0.90847 2.10050
H -0.03622 1.71471 1.60020
O 0.25952 1.30679 2.42415
H -2.64875 1.68888 0.25254
H -2.65891 2.63456 1.57302
O -2.15031 2.10012 0.96512
```

Results
- HOMO-LUMO gap (Eh) = 0.33306
- HOMO energy (eV) = -8.5
- ΔE to the lowest compared entry with this formula, charge and spin (kcal/mol) = 38.8

4.
A single C3H4N2O3 molecule at a distorted geometry, computed with ωB97M-V/def2-TZVPD.

```
12
Properties=species:S:1:pos:R:3
C -0.65959 0.62494 -0.30579
C 0.65354 -1.02747 0.59839
C 0.39584 0.47591 -1.05750
H -1.95179 1.67212 0.92740
H -1.02534 -0.59341 1.51486
H 1.71359 -2.58819 1.26082
H 0.10791 1.74701 -2.30521
N -0.39251 -0.14575 0.89838
N 0.96465 -1.88249 1.43883
O -1.71946 1.28373 -0.17746
O 1.27340 -0.43829 -0.46873
O 0.63977 0.87188 -2.32399
```

Results
- HOMO-LUMO gap (Eh) = 0.28046
- HOMO energy (eV) = -7.8
- ΔE to the lowest compared entry with this formula, charge and spin (kcal/mol) = 87.6

5.
2 unconnected molecules or ions with the total composition C2H11N8 at a distorted geometry, computed with ωB97M-V/def2-TZVPD.

```
21
Properties=species:S:1:pos:R:3
C 2.89576 0.46208 0.00147
C -2.88679 0.22822 -0.32839
N 3.28663 1.62187 -0.22844
N 0.15172 -1.80861 -0.47910
N 1.28535 -1.22826 -0.25591
N 3.69641 -0.51995 0.46055
N -4.09889 0.51762 0.08119
N -1.97026 -0.21235 0.45132
N 1.49860 0.04535 -0.04327
N 0.54281 0.96133 -0.03567
H -2.68875 0.56293 -1.29155
H 2.65237 2.37794 -0.69894
H 0.19736 -2.79155 -0.65546
H 4.67318 -0.45947 0.30817
H 3.13459 -1.28927 0.81142
H -4.78160 0.96041 -0.58989
H -4.50839 0.28216 0.92151
H -2.51602 -0.45387 1.36534
H -0.47200 0.46881 0.00190
H 0.63579 1.64511 0.59237
H -0.72787 -1.37049 -0.38862
```

Results
- HOMO-LUMO gap (Eh) = 0.33586
- HOMO energy (eV) = -13.0
- total charge = +1
- ΔE to the lowest compared entry with this formula, charge and spin (kcal/mol) = 0.0

6.
A single C3H5N3O molecule, computed with ωB97M-V/def2-TZVPD.

```
12
Properties=species:S:1:pos:R:3
N 0.06946 1.72218 -0.73254
C -0.34327 0.55043 -0.14461
C 0.55402 -0.62532 -0.38816
N -0.03732 -1.96410 -0.07733
C 0.85792 -1.45269 0.80279
O 1.39747 -1.60128 1.85918
N -1.40294 0.34335 0.53708
H -0.33292 2.58443 -0.39575
H 1.02996 1.79336 -1.03205
H 1.18622 -0.59914 -1.27484
H -1.02749 -1.94300 0.17365
H -1.95110 1.19178 0.67258
```

Results
- HOMO-LUMO gap (Eh) = 0.37744
- HOMO energy (eV) = -9.6
- ΔE to the lowest compared entry with this formula, charge and spin (kcal/mol) = 46.5

7.
A single C3H6O2S molecule at a distorted geometry, computed with ωB97M-V/def2-TZVPD.

```
12
Properties=species:S:1:pos:R:3
C 0.51339 0.50424 -0.53562
C -0.85768 1.22586 -0.29340
C -0.14721 -0.95842 1.08786
O -2.63141 -0.30955 1.21689
O 0.78028 -1.13625 2.13198
S -1.31642 0.34668 1.40822
H 0.40330 -0.40661 -1.21091
H 1.31519 1.09258 -0.28888
H -0.83112 2.33294 -0.10643
H -1.55286 1.04603 -1.02352
H -0.43161 -1.84322 0.44796
H 1.23593 -1.98593 2.17798
```

Results
- HOMO-LUMO gap (spin up / spin down) (Eh) = 0.29152 / 0.29146
- HOMO energy (spin up / spin down) (eV) = -7.8 / -7.8
- ΔE to the lowest compared entry with this formula, charge and spin (kcal/mol) = 122.6